{"formula": "C4H11N2O", "method": "ωB97M-V with the def2-TZVPD basis set", "de_lowest_ev": 1.7323, "fmax_ev_per_a": 2.6, "orbital_gap_ev": [10.08, 7.23], "e_lumo_ev": [1.111, -1.736], "s2": 0.755, "multiplicity": 2, "elements": ["C", "N", "C", "O", "C", "N", "C", "H", "H", "H", "H", "H", "H", "H", "H", "H", "H", "H"], "positions_angstrom": [[0.3795, -0.3005, 0.8946], [0.7597, -1.3697, -0.0026], [1.9677, -2.1472, 0.4461], [1.7713, -3.2992, 1.0490], [-0.1211, 0.9428, 0.1192], [-1.4961, 0.7091, -0.3944], [-1.9621, 1.9136, -1.1070], [-0.3155, -0.5544, 1.7030], [1.2914, 0.0978, 1.3673], [0.0180, -2.0130, -0.2081], [2.4720, -2.2844, -0.5383], [2.5827, -1.4798, 1.0669], [-0.2681, 1.7430, 0.8389], [0.6500, 1.1316, -0.6313], [-1.4068, -0.0599, -1.0448], [-2.7733, 2.3663, -0.5045], [-1.2847, 2.7608, -0.9089], [-2.2644, 1.8431, -2.1451]], "forces_ev_per_angstrom": [[0.14, 1.51, -0.12], [1.23, -0.23, 0.80], [-1.59, 1.40, -1.48], [0.07, -0.71, 0.26], [-1.19, -1.51, 0.97], [1.18, 0.25, -0.85], [-0.53, 1.33, 2.07], [-0.06, -0.18, -0.15], [-0.06, -0.44, 0.08], [-0.34, -0.27, 0.04], [0.56, -0.47, 0.50], [0.25, -0.03, -0.10], [0.56, 0.36, -0.01], [-0.20, 0.46, -0.20], [-0.26, -0.08, -0.22], [-0.54, -0.67, -0.58], [0.58, -0.47, -0.93], [0.20, -0.24, -0.08]], "mulliken_spin": [0.00, 0.01, 0.00, 0.83, 0.00, 0.00, 0.00, 0.01, 0.00, 0.00, 0.09, 0.07, 0.00, 0.00, 0.00, 0.00, 0.00, 0.00]}

=====

{"formula": "C4H11N2O", "method": "ωB97M-V with the def2-TZVPD basis set", "de_lowest_ev": 1.4331, "fmax_ev_per_a": 2.2, "orbital_gap_ev": [10.62, 7.74], "e_lumo_ev": [1.006, -1.850], "s2": 0.755, "multiplicity": 2, "elements": ["C", "C", "C", "N", "N", "C", "O", "H", "H", "H", "H", "H", "H", "H", "H", "H", "H", "H"], "positions_angstrom": [[-0.4110, 0.2138, 1.1579], [-1.5570, 0.7762, 0.2603], [-1.2605, 0.8517, -1.2392], [0.1110, 1.2849, -1.6373], [-0.1409, -1.2128, 0.7298], [1.2664, -1.5386, 0.6089], [2.1485, -0.6129, 0.2667], [0.5345, 0.7846, 1.0512], [-0.8799, 0.3661, 2.1482], [-1.7797, 1.7754, 0.5952], [-2.3431, 0.0153, 0.4895], [-1.3993, -0.1259, -1.7147], [-1.9793, 1.5285, -1.6975], [0.2535, 2.2316, -1.2755], [0.7451, 0.7631, -1.0219], [-0.6647, -1.2575, -0.1497], [1.6418, -1.9367, 1.6347], [1.2701, -2.3928, -0.1679]], "forces_ev_per_angstrom": [[-0.25, 0.17, -0.76], [1.00, -1.24, 0.26], [0.58, -0.28, -0.51], [-0.38, 0.09, 1.31], [-0.86, 1.98, 0.44], [-0.80, -1.90, 0.13], [0.42, 0.45, -0.33], [-0.70, -0.07, 0.35], [0.93, -0.71, 0.03], [-0.50, 0.23, 0.45], [-0.15, 1.10, -0.44], [-0.14, 0.09, 0.01], [-0.05, -0.06, -0.14], [-0.15, -0.01, -0.35], [0.06, -0.06, -0.54], [0.78, -0.66, 0.24], [-0.35, 0.19, -1.31], [0.56, 0.68, 1.16]], "mulliken_spin": [0.00, 0.00, 0.00, 0.00, -0.01, 0.00, 0.83, 0.00, 0.00, 0.00, 0.00, 0.00, 0.00, 0.00, 0.00, 0.00, 0.09, 0.08]}

=====

{"formula": "C4H11N2O", "method": "ωB97M-V with the def2-TZVPD basis set", "de_lowest_ev": 1.2428, "fmax_ev_per_a": 1.9, "total_charge": 1, "orbital_gap_ev": 10.48, "e_lumo_ev": -3.435, "smiles": "CNC(=O)[C@@H](C)[NH3+]", "multiplicity": 1, "elements": ["N", "C", "C", "C", "N", "C", "O", "H", "H", "H", "H", "H", "H", "H", "H", "H", "H", "H"], "positions_angstrom": [[0.0250, -1.5199, -1.4589], [-0.3643, -0.8185, -0.1633], [-1.8642, -0.6042, -0.1937], [0.4182, 0.5039, -0.2228], [0.2576, 1.2886, 0.8778], [0.5625, 0.8133, 2.2327], [1.1558, 0.7194, -1.1582], [0.1286, -2.5275, -1.3350], [0.8731, -1.0616, -1.8268], [-0.7706, -1.4236, -2.0922], [-0.1405, -1.4499, 0.6974], [-2.2018, 0.0803, -0.9853], [-2.2581, -0.1419, 0.7152], [-2.4263, -1.5282, -0.3511], [0.4438, 2.2511, 0.6275], [-0.3243, 0.2813, 2.5990], [1.3375, 0.0439, 2.2241], [0.7824, 1.6346, 2.9050]], "forces_ev_per_angstrom": [[-0.73, -0.70, 0.72], [-0.39, -0.02, -0.67], [-1.08, 0.53, -0.15], [0.58, -0.84, 1.66], [0.08, 0.84, -1.00], [-1.23, -1.13, -0.18], [-0.51, 0.33, -0.65], [0.36, 0.05, 0.05], [-0.04, 0.17, -0.14], [0.34, 0.28, -0.35], [0.48, 0.06, -0.18], [0.44, -0.07, -0.04], [0.37, -0.21, 0.08], [0.23, -0.13, 0.18], [0.50, 0.03, 0.51], [0.05, 0.31, 0.33], [0.40, 0.49, 0.03], [0.13, 0.01, -0.17]], "lowdin_charge": [0.23, -0.23, -0.04, -0.46, 0.02, -0.04, 0.11, 0.18, 0.15, 0.17, 0.16, 0.11, 0.10, 0.10, 0.15, 0.08, 0.09, 0.10]}

=====

{"formula": "C4H11N2O", "method": "ωB97M-V with the def2-TZVPD basis set", "de_lowest_ev": 6.0553, "fmax_ev_per_a": 4.7, "total_charge": 1, "orbital_gap_ev": [8.59, 9.03], "e_lumo_ev": [-4.093, -3.929], "multiplicity": 1, "elements": ["C", "C", "C", "C", "N", "N", "O", "H", "H", "H", "H", "H", "H", "H", "H", "H", "H", "H"], "positions_angstrom": [[-0.9776, 1.2581, -3.9373], [0.5055, -0.3784, 1.5054], [0.5592, 0.3145, 2.8711], [0.2626, -1.7922, 1.3686], [-0.3185, 0.1568, -2.0932], [0.5567, 0.4046, 0.5029], [-0.2574, 1.1539, -2.8738], [-0.6672, 2.0934, -4.5619], [-1.6918, 0.5148, -4.1594], [0.2922, 1.3614, 2.7147], [1.5286, 0.1193, 3.4352], [-0.1894, -0.0997, 3.5222], [1.0720, -2.3630, 1.8735], [0.3966, -2.1154, 0.3352], [-0.5461, -1.9923, 1.9316], [-1.2240, -0.2511, -2.3791], [0.1581, 0.1356, -0.5596], [0.5406, 1.4796, 0.5040]], "forces_ev_per_angstrom": [[2.04, 1.66, 0.90], [0.28, 2.67, 1.88], [0.94, -0.83, -0.13], [4.41, -0.56, -1.58], [-1.75, -2.56, 2.19], [-1.61, 1.50, -3.53], [0.31, 2.68, -3.52], [-0.47, -0.22, 0.15], [-0.77, -0.75, -0.24], [0.57, -0.03, 0.33], [-1.01, 0.55, -1.00], [-0.50, -0.36, 0.21], [-0.23, 0.50, 0.07], [-1.03, -0.09, 0.05], [-3.33, -1.20, 1.27], [0.51, -1.02, 0.74], [1.18, 0.30, 1.21], [0.44, -2.23, 0.98]], "lowdin_charge": [0.11, -0.35, 0.01, 0.01, -0.02, 0.18, -0.12, 0.11, 0.09, 0.09, 0.13, 0.08, 0.13, 0.11, 0.07, 0.08, 0.11, 0.18]}